# 1
C18H24BK2O7SSn | ωB97M-V with the def2-TZVPD basis set

XYZ file:
```
54
Properties=species:S:1:pos:R:3:nbo_charge:R:1
Sn -2.024 -2.871 1.841 1.57
K -0.692 -1.767 -2.479 0.98
K -4.600 0.245 -1.352 1.00
B -1.304 -0.132 0.014 -0.75
H -1.020 -0.278 1.163 -0.01
H -2.021 0.792 -0.231 -0.07
H -0.323 -0.136 -0.607 -0.04
H -1.869 -1.046 -0.420 -0.09
C -2.204 -6.984 -0.516 -0.44
C -2.994 -7.108 -1.698 0.41
C -3.171 -5.897 -2.571 0.44
O -3.991 -5.822 -3.475 -0.53
C -2.506 -4.677 -2.223 -0.49
C -1.730 -4.540 -1.071 0.37
C -1.725 -5.754 -0.106 0.34
O -1.281 -5.451 1.060 -0.76
O -1.194 -3.483 -0.646 -0.86
O -3.556 -8.164 -1.927 -0.51
H -1.996 -7.874 0.057 0.24
H -2.780 -3.762 -2.735 0.16
C 1.919 0.031 4.169 -0.82
S 0.224 -0.530 4.389 1.24
O 0.028 -1.617 3.360 -1.05
C 0.379 -1.346 6.006 -0.82
H 1.951 0.328 3.124 0.26
H 2.644 -0.760 4.374 0.24
H 2.189 0.800 4.892 0.25
H 0.280 -0.636 6.826 0.25
H 1.411 -1.696 5.987 0.24
H -0.314 -2.167 6.160 0.26
C -1.627 4.866 0.749 -0.21
C -0.908 4.369 -0.339 -0.23
C -0.172 5.250 -1.110 -0.22
C -0.285 6.629 -0.934 -0.20
C -0.948 7.108 0.187 -0.20
C -1.700 6.221 0.969 -0.22
H -2.195 4.098 1.262 0.21
H -0.859 3.310 -0.558 0.21
H 0.311 4.929 -2.027 0.20
H 0.174 7.255 -1.688 0.22
H -1.010 8.172 0.370 0.22
H -2.310 6.734 1.702 0.22
O 5.165 0.065 -0.657 -0.54
C 4.564 0.592 -1.536 0.79
O 5.141 0.914 -2.757 -0.49
C 4.181 1.673 -3.528 -0.08
C 2.865 1.149 -3.014 -0.42
C 3.060 0.939 -1.524 -0.52
H 4.229 1.370 -4.574 0.20
H 4.437 2.730 -3.475 0.20
H 2.654 0.167 -3.441 0.20
H 2.037 1.819 -3.254 0.21
H 2.491 0.068 -1.211 0.23
H 2.974 1.874 -0.973 0.24
```

Computed properties:
- E_tot (Ha) = -3063.8043
- gap between HOMO and LUMO (Ha) = 0.164
- charge = +1

---

# 2
C18H24CaN2O4S6Sb2 | ωB97M-V with the def2-TZVPD basis set

XYZ file:
```
57
Properties=species:S:1:pos:R:3:nbo_charge:R:1
Ca -0.824 0.845 2.370 1.72
O 0.067 -0.769 6.139 -0.66
C 0.055 -0.398 4.979 0.69
O -0.855 -0.665 4.084 -0.94
C 1.164 0.508 4.411 0.66
O 2.341 0.144 4.420 -0.71
O 0.723 1.595 3.871 -0.89
C 3.335 2.254 1.972 -1.00
Sb 2.301 0.580 1.136 1.04
C 3.817 -0.873 1.547 -1.00
C 2.929 1.023 -0.912 -0.77
C 2.763 -0.121 -1.861 -0.03
C 3.799 -1.054 -1.961 -0.21
C 3.733 -2.146 -2.808 -0.23
C 2.605 -2.321 -3.600 -0.23
C 1.572 -1.403 -3.516 -0.20
C 1.614 -0.304 -2.652 -0.04
C 0.433 0.613 -2.599 -0.77
Sb -1.128 -0.048 -1.198 1.09
C -2.628 1.142 -2.173 -1.02
C -1.660 -1.776 -2.401 -1.04
H 4.356 2.315 1.590 0.20
H 3.323 2.095 3.048 0.27
H 2.788 3.166 1.736 0.23
H 4.804 -0.493 1.278 0.20
H 3.609 -1.793 1.004 0.23
H 3.759 -1.049 2.621 0.26
H 3.981 1.305 -0.836 0.22
H 2.362 1.906 -1.203 0.23
H 4.680 -0.908 -1.345 0.20
H 4.553 -2.852 -2.852 0.20
H 2.529 -3.164 -4.275 0.20
H 0.693 -1.535 -4.136 0.20
H -0.063 0.656 -3.571 0.22
H 0.684 1.629 -2.299 0.23
H -2.642 0.906 -3.239 0.20
H -2.401 2.196 -2.026 0.24
H -3.600 0.922 -1.733 0.23
H -1.521 -1.554 -3.459 0.20
H -2.719 -1.989 -2.236 0.21
H -1.065 -2.641 -2.112 0.24
S -6.631 4.747 -1.080 -0.23
C -5.392 3.887 -0.386 -0.57
S -3.760 4.413 -0.327 0.46
C -3.029 3.032 0.492 -0.40
C -3.901 2.055 0.826 -0.41
S -3.589 0.527 1.606 -0.59
S -5.574 2.357 0.371 0.46
S -1.303 3.118 0.706 -0.54
N -3.295 -2.743 0.609 -0.83
C -2.278 -2.795 1.523 0.31
N -2.584 -2.340 2.744 -0.80
S -0.774 -3.425 1.120 -0.35
H -3.903 -1.933 0.679 0.41
H -2.982 -2.952 -0.325 0.40
H -3.440 -1.816 2.861 0.39
H -1.828 -2.078 3.380 0.46
```

Computed properties:
- E_tot (Ha) = -4658.3039
- gap between HOMO and LUMO (Ha) = 0.226
- charge = -2

---

# 3
C18H24CeN4O3 | ωB97M-V with the def2-TZVPD basis set

XYZ file:
```
50
Properties=species:S:1:pos:R:3:nbo_charge:R:1
N 1.379 -1.613 -1.194 -0.57
C 2.396 -2.158 -1.350 0.65
C 3.630 -2.813 -1.576 -0.77
H 4.376 -2.060 -1.798 0.32
H 3.500 -3.472 -2.426 0.32
H 3.893 -3.376 -0.691 0.32
N -2.635 -1.415 -0.375 -0.55
C -3.635 -1.979 -0.276 0.62
C -4.863 -2.670 -0.180 -0.76
H -4.880 -3.390 -0.980 0.31
H -5.647 -1.941 -0.290 0.31
H -4.896 -3.147 0.782 0.32
N -0.765 2.258 -0.524 -0.57
C -0.703 3.415 -0.391 0.65
C -0.614 4.821 -0.259 -0.77
H -1.135 5.116 0.642 0.33
H -1.082 5.261 -1.132 0.32
H 0.433 5.094 -0.219 0.32
Ce -0.599 -0.105 -1.278 1.55
C -2.130 0.600 1.656 0.58
O -2.832 0.863 2.549 -0.40
C -0.373 -2.455 1.222 0.56
O -0.324 -3.351 1.897 -0.38
C -0.405 -1.259 -3.511 -0.19
C 0.324 -0.019 -3.520 -0.24
C -0.368 1.199 -3.305 -0.22
C -1.769 1.204 -3.084 -0.20
C -2.483 -0.035 -3.065 -0.17
C -1.799 -1.242 -3.277 -0.17
H 0.075 -2.153 -3.834 0.32
H 1.332 -0.024 -3.867 0.32
H 0.126 2.137 -3.493 0.32
H -2.316 2.120 -3.091 0.32
H -3.556 -0.027 -3.048 0.32
H -2.371 -2.149 -3.420 0.32
C 2.735 0.638 4.413 -0.44
N 1.705 0.365 3.383 -0.25
C 0.394 -0.133 3.793 -0.42
C 1.902 0.643 2.035 0.70
C 3.218 1.272 1.614 -0.72
O 0.995 0.362 1.210 -0.59
H 2.272 0.302 5.374 0.26
H 2.978 1.738 4.456 0.26
H 3.672 0.048 4.209 0.26
H -0.369 0.656 3.682 0.24
H 0.117 -1.017 3.202 0.22
H 0.494 -0.395 4.848 0.26
H 3.723 0.562 0.926 0.25
H 2.965 2.232 1.117 0.26
H 3.915 1.493 2.441 0.27
```

Computed properties:
- E_tot (Ha) = -1618.5308
- gap between HOMO and LUMO (alpha / beta) (Ha) = 0.119 / 0.116
- charge = +4

---

Q: The lowest E_tot belongs to which entry?
A: C18H24CaN2O4S6Sb2

---

Copy entry 2 word for word.
C18H24CaN2O4S6Sb2 | ωB97M-V with the def2-TZVPD basis set

XYZ file:
```
57
Properties=species:S:1:pos:R:3:nbo_charge:R:1
Ca -0.824 0.845 2.370 1.72
O 0.067 -0.769 6.139 -0.66
C 0.055 -0.398 4.979 0.69
O -0.855 -0.665 4.084 -0.94
C 1.164 0.508 4.411 0.66
O 2.341 0.144 4.420 -0.71
O 0.723 1.595 3.871 -0.89
C 3.335 2.254 1.972 -1.00
Sb 2.301 0.580 1.136 1.04
C 3.817 -0.873 1.547 -1.00
C 2.929 1.023 -0.912 -0.77
C 2.763 -0.121 -1.861 -0.03
C 3.799 -1.054 -1.961 -0.21
C 3.733 -2.146 -2.808 -0.23
C 2.605 -2.321 -3.600 -0.23
C 1.572 -1.403 -3.516 -0.20
C 1.614 -0.304 -2.652 -0.04
C 0.433 0.613 -2.599 -0.77
Sb -1.128 -0.048 -1.198 1.09
C -2.628 1.142 -2.173 -1.02
C -1.660 -1.776 -2.401 -1.04
H 4.356 2.315 1.590 0.20
H 3.323 2.095 3.048 0.27
H 2.788 3.166 1.736 0.23
H 4.804 -0.493 1.278 0.20
H 3.609 -1.793 1.004 0.23
H 3.759 -1.049 2.621 0.26
H 3.981 1.305 -0.836 0.22
H 2.362 1.906 -1.203 0.23
H 4.680 -0.908 -1.345 0.20
H 4.553 -2.852 -2.852 0.20
H 2.529 -3.164 -4.275 0.20
H 0.693 -1.535 -4.136 0.20
H -0.063 0.656 -3.571 0.22
H 0.684 1.629 -2.299 0.23
H -2.642 0.906 -3.239 0.20
H -2.401 2.196 -2.026 0.24
H -3.600 0.922 -1.733 0.23
H -1.521 -1.554 -3.459 0.20
H -2.719 -1.989 -2.236 0.21
H -1.065 -2.641 -2.112 0.24
S -6.631 4.747 -1.080 -0.23
C -5.392 3.887 -0.386 -0.57
S -3.760 4.413 -0.327 0.46
C -3.029 3.032 0.492 -0.40
C -3.901 2.055 0.826 -0.41
S -3.589 0.527 1.606 -0.59
S -5.574 2.357 0.371 0.46
S -1.303 3.118 0.706 -0.54
N -3.295 -2.743 0.609 -0.83
C -2.278 -2.795 1.523 0.31
N -2.584 -2.340 2.744 -0.80
S -0.774 -3.425 1.120 -0.35
H -3.903 -1.933 0.679 0.41
H -2.982 -2.952 -0.325 0.40
H -3.440 -1.816 2.861 0.39
H -1.828 -2.078 3.380 0.46
```

Computed properties:
- E_tot (Ha) = -4658.3039
- gap between HOMO and LUMO (Ha) = 0.226
- charge = -2